[1]
Computed, not measured: one molecule with the formula C19H19N3O2S at a distorted geometry, with the ωB97M-V functional and the def2-TZVPD basis.

**Lowest unoccupied orbital energy**: 0.586 eV
**SMILES string**: CCn1c(Cc2ccccc2)nnc1SCc1cccc(C(=O)O)c1
**Energy above the lowest of the compared OMol25 structures with the same formula, charge and spin**: 33.1 kcal per mole
**Orbital gap**: 9.19 eV
**HOMO level**: -8.60 eV

The geometry in ORCA input format:
```
! wB97M-V def2-TZVPD RIJCOSX def2/J DEFGRID3
* xyz 0 1
H -3.492 2.366 2.108
H -1.176 2.353 1.207
H -3.302 0.701 2.671
H -0.104 0.675 -3.966
H 4.153 -1.381 -0.653
H 1.007 2.348 0.006
H 4.288 -0.018 1.385
H -3.448 -0.736 -0.985
H -3.074 -0.861 -3.406
O -0.554 1.545 -1.868
C -1.836 -1.685 1.011
S 1.041 2.278 2.800
H 3.079 3.091 1.929
C 2.492 -0.308 -1.460
C -1.197 -1.879 -3.226
C 2.675 1.275 0.833
C 0.453 0.675 2.451
C 1.706 1.534 -0.124
C -2.546 -1.198 -1.363
C -0.255 -2.393 -2.349
C 0.470 0.986 -2.181
C -0.752 -0.917 1.677
C -1.614 -1.723 -0.482
H 0.636 -2.866 -2.733
O 0.681 0.521 -3.418
H -2.317 1.988 3.373
H -2.138 1.077 0.444
C 3.465 -0.561 -0.513
N 1.090 -0.441 2.672
C 3.548 0.212 0.633
C -0.458 -2.309 -0.985
C 2.725 2.073 2.098
H -1.802 -2.703 1.405
C 1.596 0.738 -1.257
C -2.774 1.628 2.454
H 3.343 1.584 2.850
H -1.039 -1.951 -4.292
H -2.808 -1.246 1.240
N -0.730 0.441 1.807
N 0.334 -1.434 2.183
H 0.275 -2.698 -0.293
C -1.704 1.413 1.388
H 2.399 -0.922 -2.341
C -2.338 -1.272 -2.730
*
```



[2]
Computed, not measured: one molecule with the formula C18H20N2O4, with the ωB97M-V functional and the def2-TZVPD basis.

**Lowest unoccupied orbital energy**: 0.647 eV
**SMILES string**: C=CCOC(=O)C1=C(C)NC(=O)N[C@H]1/C=C/c1ccccc1OC
**Energy above the lowest of the compared OMol25 structures with the same formula, charge and spin**: 44.4 kcal per mole
**Orbital gap**: 8.82 eV
**HOMO level**: -8.17 eV

The geometry in ORCA input format:
```
! wB97M-V def2-TZVPD RIJCOSX def2/J DEFGRID3
* xyz 0 1
H -2.937 -2.808 1.011
C 2.592 -2.035 -1.149
N -0.765 2.915 0.249
C 4.782 -2.278 -0.225
H -3.031 1.897 2.193
O -2.393 -1.411 -0.412
H -6.562 -2.527 0.345
H -0.608 3.734 0.818
C -0.424 3.053 -1.091
C -1.044 0.657 -1.372
C -1.454 1.851 0.769
C -1.645 0.745 0.010
H -5.281 -2.955 1.583
C -5.518 -2.650 0.578
H 3.580 1.944 2.680
H 1.815 -2.382 -1.813
C 4.032 1.078 2.198
O -2.889 -0.523 1.595
N -0.753 1.999 -1.867
H -1.774 0.209 -2.057
O 3.060 0.592 1.306
H 5.728 -2.795 -0.173
H 3.967 -3.569 -1.724
H -1.672 2.979 2.571
C 4.563 -1.181 0.592
C -3.109 -2.591 -0.048
H 4.939 1.392 1.672
H -2.681 -3.382 -0.671
H 5.346 -0.866 1.265
H -1.546 1.220 2.797
C -4.576 -2.439 -0.320
H -4.818 -2.114 -1.324
C 0.215 -0.182 -1.385
C -1.949 2.009 2.166
H -0.441 2.065 -2.825
C 3.797 -2.709 -1.094
C 3.353 -0.500 0.544
H 4.290 0.335 2.959
H 0.402 -0.730 -2.297
H 0.890 0.401 0.499
C -2.370 -0.419 0.505
C 2.346 -0.926 -0.347
O 0.065 4.080 -1.507
C 1.087 -0.196 -0.381
*
```